# C42H77F3O26

9 unconnected molecules or ions with the total composition C42H77F3O26 (ωB97M-V/def2-TZVPD, OMol25).

The geometry in XYZ format:
```
148
C42H77F3O26 (ωB97M-V/def2-TZVPD)
C -6.30406 -16.64039 -3.41760
O -5.26589 -15.69644 -2.96866
C -4.23137 -15.29235 -3.95579
C -3.15615 -14.37979 -3.36507
O -3.77240 -13.15907 -3.00861
C -2.82944 -12.13505 -2.56889
C -3.64318 -11.02830 -1.84887
O -4.28455 -11.64710 -0.71199
C -5.18853 -10.88308 0.01737
H -6.95325 -17.08672 -2.66431
H -5.84352 -17.55941 -3.78011
H -6.92038 -16.18078 -4.19026
H -4.67270 -14.76537 -4.80173
H -3.82517 -16.20943 -4.38249
H -2.32429 -14.27140 -4.06103
H -2.82682 -14.83013 -2.42867
H -2.17717 -11.73337 -3.34432
H -2.15883 -12.57060 -1.82815
H -4.47463 -10.73677 -2.49058
H -3.11553 -10.10332 -1.61627
H -5.93604 -10.42549 -0.63066
H -4.68311 -10.11958 0.60873
H -5.62187 -11.52405 0.78515
C -2.53375 3.57127 -14.22213
O -1.65350 3.21125 -13.18094
C -0.38162 3.77827 -13.27835
C 0.54894 3.36070 -12.15531
O 0.84886 1.99882 -12.36348
C 1.49805 1.47623 -11.17127
C 0.61655 0.99723 -10.01113
O 0.10573 2.03857 -9.17595
C -0.69539 1.57308 -8.01955
H -3.53695 3.16009 -14.10982
H -2.19761 3.06507 -15.12705
H -2.75010 4.63647 -14.30360
H -0.57704 4.84941 -13.22769
H 0.07867 3.58820 -14.24794
H -0.01855 3.51205 -11.23707
H 1.40636 4.03117 -12.09696
H 2.26119 2.18100 -10.84109
H 2.14026 0.67596 -11.53901
H 1.18435 0.29012 -9.40640
H -0.21725 0.45601 -10.45828
H -0.24933 0.77317 -7.42855
H -1.68800 1.20819 -8.28353
H -0.92715 2.38737 -7.33302
C 5.67236 2.16501 5.08161
O 5.33938 3.04168 6.17230
C 6.33380 4.10943 6.45074
C 5.67588 5.17761 7.35622
O 6.79957 5.81984 7.94996
C 6.51473 7.02645 8.63714
C 7.76630 7.41309 9.52340
O 7.84762 6.58366 10.73011
C 9.10166 6.70290 11.42649
H 5.01496 1.31757 5.27600
H 6.64810 1.67983 5.05664
H 5.35659 2.60768 4.13693
H 6.57524 4.66116 5.54222
H 7.20968 3.71302 6.96435
H 5.02342 4.63177 8.03773
H 5.05473 5.81004 6.72196
H 5.66950 6.97566 9.32351
H 6.25406 7.80455 7.91971
H 7.91798 8.48355 9.66201
H 8.65727 7.17736 8.94143
H 9.09590 7.63716 11.98795
H 9.99151 6.54826 10.81628
H 9.25710 5.94439 12.19368
C -1.27657 -1.70277 1.23201
C -1.21047 -0.16738 1.07462
O -1.30649 0.40561 2.33586
C -1.48946 1.75904 2.42520
O -1.51563 2.56836 1.47638
C -1.68515 2.20970 3.89987
F -0.84309 3.18689 4.11323
F -2.94946 2.57930 4.10843
F -1.43278 1.18469 4.73888
H -0.58014 -2.09331 1.97401
H -1.09727 -2.23097 0.29555
H -2.25721 -2.01439 1.59165
H -2.05397 0.14583 0.45939
H -0.36856 0.18559 0.47906
C -7.39444 2.59680 -0.92585
C -7.74923 1.99777 0.43852
C -9.14858 1.30735 0.44687
O -8.91170 0.18676 1.31447
C -7.60245 -0.04916 1.36243
O -7.08159 -1.05530 1.84885
O -6.93389 0.92712 0.84552
H -7.40581 1.81434 -1.68461
H -6.44676 3.13313 -0.97430
H -8.09654 3.36217 -1.25656
H -7.75377 2.76571 1.21205
H -9.50074 0.97433 -0.52944
H -9.99046 1.81357 0.91918
C -0.97810 -4.00410 7.60303
C 0.53105 -3.62677 7.79375
C 0.69119 -2.70686 9.02263
O 1.65884 -3.42275 9.81184
C 1.92514 -4.58831 9.28679
O 2.60390 -5.41252 9.85930
O 1.20485 -4.79232 8.21508
H -1.22079 -4.75249 6.84863
H -1.59287 -3.14249 7.34269
H -1.36437 -4.43887 8.52492
H 0.98781 -3.26918 6.87093
H -0.22032 -2.53873 9.59621
H 0.99871 -1.68371 8.80655
C -5.24300 10.30948 0.00803
C -6.06313 11.36886 -0.67945
C -6.70224 12.49195 0.16332
O -6.28504 13.69317 -0.42459
C -5.45900 13.43126 -1.42030
O -4.98238 14.31821 -2.15137
O -5.21998 12.12843 -1.43085
H -4.65976 10.68521 0.84872
H -4.50906 9.82776 -0.63803
H -5.85504 9.50546 0.41674
H -6.80242 10.88952 -1.32115
H -6.18650 12.40903 1.12000
H -7.77375 12.37883 0.32811
C 2.85465 9.46732 -1.16966
C 3.15329 8.05302 -0.86303
C 3.06659 7.19857 -2.10698
O 4.26687 6.59151 -2.20072
C 5.09019 6.95349 -1.19630
O 6.21045 6.53887 -1.13264
O 4.49302 7.89129 -0.42451
H 1.77166 9.55605 -1.25542
H 3.26259 9.96622 -2.04874
H 3.19703 10.07821 -0.33438
H 2.53301 7.64314 -0.06593
H 2.97329 7.78977 -3.01795
H 2.28892 6.43505 -2.12611
C 9.02123 -8.73293 0.86996
C 7.57601 -8.59841 1.32310
C 7.20004 -7.27940 1.84598
O 6.02543 -7.04671 1.12542
C 5.72949 -7.97614 0.30251
O 4.79066 -7.93766 -0.49414
O 6.73062 -8.84660 0.25275
H 9.62088 -8.58342 1.76783
H 9.40110 -8.01613 0.14196
H 9.26422 -9.68391 0.39593
H 7.27979 -9.35876 2.04575
H 7.95903 -6.49931 1.78685
H 7.00658 -7.32468 2.91772
```

As for the frontier orbital gap: 9.52 eV. Its SMILES is CCOC(=O)C(F)(F)F.C[C@H]1COC(=O)O1.C[C@H]1COC(=O)O1.C[C@H]1COC(=O)O1.C[C@H]1COC(=O)O1.C[C@H]1COC(=O)O1.COCCOCCOC.COCCOCCOC.COCCOCCOC. For the HOMO energy, the calculation gives -9.4040 eV. As for the charge: 0. The energy comes out at -106181.5498 eV. The value obtained for the molar mass is 1055.0 g/mol. The calculation puts the relative energy (zero: lowest compared OMol25 entry of this formula, charge and spin) at 6.146 eV.